# 1
C78H212MnN18O20 as an isolated structure. Source: the Open Molecules 2025 dataset; level of theory: ωB97M-V/def2-TZVPD.

Calculated values
calculated total energy = -183403.43977 eV
⟨S²⟩ = 8.753
multiplicity = 6

CARTESIAN COORDINATES (ANGSTROEM)
Mn 3.28061 1.80903 0.65970
C -1.14365 1.20692 0.65273
C 0.09852 0.32342 0.50423
C -0.20222 -0.83352 -0.43464
O 1.33829 1.03480 0.25200
H -1.99842 0.69354 1.09309
H -1.48851 1.54954 -0.32287
H -0.92350 2.10073 1.23644
H 0.16327 -0.13675 1.49021
H 0.47527 -1.65277 -0.19394
H -0.14380 -0.68807 -1.51331
H -1.22377 -1.14858 -0.22190
C 3.28376 6.41797 0.10394
C 2.62121 5.06118 0.61896
C 1.06926 5.13775 0.42010
O 3.13541 3.84392 0.08142
H 2.56968 7.24000 0.05442
H 3.58922 6.27732 -0.93288
H 4.13394 6.80384 0.66644
H 2.76801 4.92177 1.68999
H 0.70383 5.91923 1.08633
H 0.57364 4.22172 0.74157
H 0.83492 5.25783 -0.63762
C 6.73766 2.49789 3.42255
C 5.38386 2.01031 2.98410
C 4.14720 2.66245 3.70624
O 2.94140 2.35207 2.89017
C 1.73603 2.46817 3.55436
N 5.22191 2.25886 1.52064
H 7.56007 2.27408 2.74311
H 6.95489 2.15625 4.43457
H 6.83741 3.58295 3.45097
H 5.33157 0.92733 3.09605
H 4.38002 3.72578 3.76315
H 4.05607 2.28386 4.72431
H 1.34106 3.47698 3.67433
H 1.81821 1.85268 4.45019
H 0.97691 2.05176 2.89222
H 6.12735 2.06086 1.11930
H 5.33234 3.26279 1.51389
C 3.20616 -8.07778 -4.35332
C 2.08126 -8.26853 -3.36271
C 2.23210 -7.37963 -2.12318
O 1.45863 -7.84212 -1.03512
C 1.60421 -7.26096 0.24643
N 0.83045 -8.02772 -4.04705
H 3.24803 -8.87248 -5.09818
H 4.19523 -8.14520 -3.90024
H 3.21948 -7.08393 -4.80072
H 2.12068 -9.31983 -3.07754
H 2.02732 -6.34035 -2.38020
H 3.29133 -7.43676 -1.87245
H 0.94016 -7.74048 0.96560
H 1.35540 -6.20350 0.15711
H 2.60111 -7.40970 0.66136
H -0.00181 -7.89785 -3.48975
H 1.05603 -7.15104 -4.49499
C 1.95997 -0.25433 -3.76423
C 3.01064 0.64106 -4.48774
C 2.43924 1.18317 -5.81692
O 3.36044 2.09309 -6.44364
C 2.83476 2.83269 -7.55570
N 3.38435 1.75136 -3.62739
H 2.36353 -0.98839 -3.06681
H 1.45257 -0.90745 -4.47422
H 1.18366 0.34835 -3.29284
H 3.91025 0.08870 -4.75920
H 1.57093 1.79860 -5.58155
H 2.30321 0.26805 -6.39324
H 1.97554 2.33272 -8.00277
H 3.61327 2.71920 -8.31012
H 2.76144 3.91544 -7.45385
H 3.85398 2.36169 -4.28089
H 2.55302 2.29534 -3.44553
C -5.49201 3.15483 4.71357
C -5.00373 4.03544 3.56879
C -3.52173 3.92276 3.23868
O -2.72873 4.13922 4.36945
C -1.36321 4.02875 4.07695
N -5.87849 3.80657 2.41864
H -4.99734 3.50309 5.62029
H -5.10233 2.14994 4.55092
H -6.54273 3.23644 4.99181
H -5.16770 5.07241 3.86188
H -3.28757 4.70412 2.51567
H -3.33959 2.98169 2.71974
H -1.16736 4.75355 3.28675
H -1.15631 3.00509 3.76485
H -0.68771 4.32065 4.88106
H -5.62367 4.48722 1.71730
H -6.85853 3.92968 2.62950
C -6.31816 5.38277 -0.91163
C -5.01939 5.66219 -0.27787
C -4.16208 6.55026 -1.17328
O -3.01003 7.17906 -0.51679
C -1.89778 6.27632 -0.31784
N -5.29612 6.34369 0.95174
H -6.89096 6.26337 -1.20240
H -6.94179 4.79656 -0.23669
H -6.16577 4.81083 -1.82692
H -4.46543 4.73977 -0.10358
H -4.69690 7.43308 -1.52354
H -3.95331 6.05499 -2.12155
H -1.17600 6.96738 0.11754
H -1.56596 6.02785 -1.32594
H -2.15264 5.38332 0.25286
H -5.95096 7.10285 0.82938
H -4.43958 6.83879 1.15496
C -1.60522 -0.52139 -6.84110
C -2.26615 -0.90009 -8.11985
C -1.84231 -2.31153 -8.51050
O -2.24095 -2.61194 -9.80256
C -1.74135 -3.75154 -10.44976
N -3.69345 -0.89760 -7.76284
H -1.76897 -1.29584 -6.09175
H -2.03980 0.34037 -6.33454
H -0.54035 -0.35001 -6.99848
H -2.09437 -0.21958 -8.95381
H -2.21957 -3.00312 -7.75718
H -0.76749 -2.47668 -8.43587
H -1.85965 -4.64040 -9.83007
H -0.69031 -3.69779 -10.73355
H -2.21961 -3.96519 -11.40565
H -4.18637 -1.45567 -8.44525
H -4.22755 -0.04071 -7.73873
C -6.01485 -1.73220 4.83055
C -5.60579 -3.17885 5.05467
C -5.73765 -4.04107 3.80812
O -5.55223 -5.40035 4.25738
C -5.56363 -6.41676 3.24511
N -4.23346 -3.18794 5.49990
H -5.98354 -1.13121 5.73936
H -7.07839 -1.55219 4.67375
H -5.40876 -1.26275 4.05572
H -6.17374 -3.63069 5.86792
H -5.01681 -3.78692 3.03101
H -6.74220 -4.01451 3.38590
H -6.55827 -6.57501 2.82828
H -5.28077 -7.35795 3.71655
H -4.82799 -6.42472 2.44083
H -3.59668 -2.91805 4.76384
H -4.06037 -4.18268 5.52519
C 3.67416 5.37700 -4.03285
C 5.17920 5.32353 -3.67847
C 5.76463 6.69866 -3.20721
O 6.91271 6.48479 -2.38253
C 8.07076 6.16914 -3.15105
N 5.23782 4.27213 -2.63080
H 3.05383 5.47123 -3.14155
H 3.38537 4.41959 -4.46653
H 3.49293 6.15389 -4.77561
H 5.72548 5.06469 -4.58548
H 5.01351 7.14499 -2.55552
H 5.99380 7.41988 -3.99170
H 8.49742 6.98007 -3.74135
H 7.97335 5.41690 -3.93383
H 8.90326 5.80250 -2.55053
H 4.36262 4.13668 -2.14523
H 5.71922 4.74854 -1.88154
C -0.54407 0.25892 5.14705
C -1.72959 -0.70690 4.89454
C -1.46781 -1.54594 3.58024
O -2.40925 -2.58190 3.52443
C -2.28991 -3.42547 2.36340
N -1.93787 -1.53890 6.08538
H 0.43830 -0.21118 5.19226
H -0.65077 0.82941 6.06968
H -0.55729 0.92858 4.28711
H -2.63633 -0.11103 4.79026
H -0.43153 -1.88161 3.54072
H -1.63378 -0.85437 2.75424
H -2.88130 -3.19784 1.47653
H -2.48853 -4.47424 2.58414
H -1.26852 -3.39558 1.98395
H -2.05299 -0.84507 6.81026
H -2.83095 -1.98151 5.92225
C 3.07437 -1.26116 6.07313
C 3.50152 -0.79330 7.50766
C 4.90489 -0.29691 7.67044
O 5.13473 -0.27055 9.10496
C 6.47907 -0.55288 9.40351
N 2.52306 0.13701 8.08699
H 3.73744 -2.03641 5.68916
H 3.08027 -0.49785 5.29503
H 2.04309 -1.60765 6.14036
H 3.46537 -1.75392 8.02147
H 4.95664 0.68293 7.19574
H 5.66270 -0.92399 7.20076
H 6.65004 -1.58899 9.11139
H 6.60861 -0.35641 10.46780
H 7.13920 0.06665 8.79645
H 1.71010 -0.42884 8.28451
H 2.82648 0.48821 8.98405
C -1.89505 -5.56028 -0.38188
C -1.89913 -6.08559 -1.76528
C -1.24160 -5.12839 -2.77189
O -1.87898 -3.85665 -2.66380
C -1.18709 -2.84525 -3.45437
N -1.15569 -7.29881 -1.86192
H -0.92832 -5.48979 0.11670
H -2.48506 -6.23873 0.23430
H -2.32051 -4.55783 -0.33523
H -2.94915 -6.31251 -1.94983
H -1.27201 -5.54799 -3.77743
H -0.17761 -5.06149 -2.54483
H -1.74198 -1.90804 -3.41134
H -1.03600 -3.22976 -4.46304
H -0.22280 -2.54969 -3.04097
H -1.71413 -7.97183 -1.35667
H -0.30615 -7.36946 -1.32026
C -0.84904 -6.15146 6.24240
C 0.07396 -4.91704 6.39650
C 0.31720 -4.28082 5.01126
O 1.24307 -5.15075 4.29643
C 1.68753 -4.48894 3.14854
N -0.60325 -4.03571 7.35982
H -1.85797 -5.85757 5.95291
H -0.97983 -6.69715 7.17685
H -0.46983 -6.91827 5.56690
H 0.99795 -5.33340 6.79773
H 0.76224 -3.28757 5.07049
H -0.56647 -4.20152 4.37806
H 2.25426 -5.21122 2.56098
H 2.29093 -3.61118 3.37994
H 0.85739 -4.16384 2.52142
H -1.26145 -3.42270 6.90038
H -1.18909 -4.50318 8.03685
C 1.74731 6.46409 4.33357
C 1.73759 6.57650 5.86889
C 2.01919 5.23228 6.71740
O 0.86382 4.45123 6.64294
C 1.03057 3.21530 7.36039
N 2.59851 7.66847 6.30465
H 1.39738 7.32055 3.75729
H 1.20790 5.56657 4.03092
H 2.79160 6.48488 4.02191
H 0.69355 6.83406 6.04708
H 2.35383 5.39389 7.74209
H 2.91151 4.70498 6.38002
H 1.12293 3.37698 8.43436
H 1.85002 2.59401 6.99899
H 0.16848 2.55460 7.26881
H 3.48282 7.55659 5.82968
H 2.19032 8.49762 5.89723
C -5.10458 -0.02102 -4.50775
C -5.60714 -1.45179 -4.61535
C -6.79085 -1.45802 -5.59353
O -7.89238 -0.78820 -4.99543
C -9.06167 -0.69003 -5.84358
N -4.35811 -2.14559 -5.05041
H -4.11552 0.07695 -4.06025
H -5.81744 0.51933 -3.88489
H -5.12593 0.47698 -5.47710
H -5.90922 -1.71690 -3.60215
H -7.12958 -2.44985 -5.89292
H -6.57786 -1.01316 -6.56556
H -9.40000 -1.69656 -6.08962
H -8.85940 -0.15056 -6.76887
H -9.92875 -0.28223 -5.32400
H -3.60492 -1.94112 -4.40932
H -4.14503 -1.84202 -5.98985
C -6.83173 1.40050 -0.27205
C -6.42466 0.34704 0.75455
C -5.12364 -0.39269 0.41432
O -5.12045 -0.83599 -0.94208
C -3.94070 -1.60284 -1.31206
N -6.54935 0.72629 2.15174
H -6.07295 2.17707 -0.36849
H -7.75104 1.91777 0.00252
H -6.95564 0.96099 -1.26179
H -7.27257 -0.31958 0.59715
H -4.99901 -1.27822 1.03755
H -4.30708 0.27897 0.67929
H -3.54005 -2.15654 -0.46294
H -3.13747 -0.99943 -1.73492
H -4.24717 -2.35979 -2.03401
H -7.37654 1.29281 2.27386
H -5.98899 1.55220 2.30656
C 3.69943 -3.83382 -4.03560
C 5.11705 -3.48515 -4.63739
C 5.66259 -4.71081 -5.49176
O 5.74394 -5.88666 -4.67892
C 6.43762 -6.93186 -5.35215
N 5.12622 -2.28916 -5.41675
H 3.76815 -4.74602 -3.44293
H 2.95514 -3.98869 -4.81672
H 3.40369 -3.11281 -3.27352
H 5.77125 -3.33529 -3.77852
H 6.66032 -4.48482 -5.86802
H 5.01795 -4.86821 -6.35650
H 7.49540 -6.67218 -5.39424
H 5.96748 -7.15703 -6.30942
H 6.35882 -7.85540 -4.77860
H 5.97236 -2.23044 -5.96509
H 4.44906 -2.36543 -6.16222
C -0.11508 4.41219 -3.49762
C -0.26183 3.25708 -2.45562
C -0.93812 2.02879 -3.19239
O -2.30190 2.22520 -3.57300
C -3.24794 2.37575 -2.46528
N 1.08527 2.82839 -2.07367
H 0.36104 4.12921 -4.43641
H 0.37332 5.28842 -3.07126
H -1.11104 4.78026 -3.74399
H -0.80068 3.50370 -1.54078
H -0.92384 1.08595 -2.64563
H -0.53127 1.80239 -4.17794
H -3.57059 1.45421 -1.98075
H -4.17961 2.81809 -2.81803
H -2.86168 2.95088 -1.62378
H 1.01111 2.03651 -1.45115
H 1.52564 3.46084 -1.42084
C 5.00736 -1.28882 -1.81813
C 4.17304 -0.55367 -0.80796
C 4.46643 -0.95574 0.58639
O 3.61683 -0.23392 1.51042
C 3.08173 -1.06592 2.51677
N 4.35732 0.86767 -0.93702
H 4.93315 -0.92849 -2.84416
H 4.71943 -2.33985 -1.84117
H 6.06790 -1.12191 -1.62969
H 3.12817 -0.75373 -1.04531
H 5.52673 -0.73085 0.70170
H 4.35966 -2.02963 0.73951
H 3.89358 -1.38244 3.17161
H 2.52350 -1.85324 2.01021
H 2.32364 -0.58845 3.13759
H 5.33035 0.96394 -1.19008
H 3.95450 1.03383 -1.84819

Here are the Löwdin charges for atoms 1 to 4, given in e: 0.8319 -0.0524 -0.5260 -0.0543


# 2
A 2-piece molecular cluster, C4H11N3O overall. Source: the Open Molecules 2025 dataset; level of theory: ωB97M-V/def2-TZVPD.

Calculated values
calculated total energy = -10838.89803 eV

CARTESIAN COORDINATES (ANGSTROEM)
C -0.19575 -1.06611 1.60731
C -0.34037 0.32967 0.79489
C 0.95905 1.14768 1.01602
C -0.52703 -0.06171 -1.63865
H -0.79890 -0.58939 2.85243
H 0.85462 -1.78588 1.77701
H -1.26987 -1.54891 0.99256
H -0.94731 0.73405 1.67353
H 1.12589 2.14298 0.46968
H 1.03683 1.17389 2.22001
H 1.61934 0.09773 -0.42808
H -1.52837 1.41224 -0.74227
H 0.83197 -1.30427 -2.47915
H 0.24023 -1.71797 -0.97074
H -1.66513 0.96652 -2.69472
N -1.04847 0.38696 -0.48554
N 0.67403 -0.88007 -1.57547
N -0.97762 0.29422 -2.86440
O 1.95685 0.26838 0.47560

Here are the Löwdin charges for atoms 1 to 4, given in e: -0.1046 -0.4613 -0.2271 -0.5394


# 3
The molecule C9H10N2O2. Source: the Open Molecules 2025 dataset; level of theory: ωB97M-V/def2-TZVPD.

Calculated values
calculated total energy = -16566.46165 eV

CARTESIAN COORDINATES (ANGSTROEM)
C 4.82087 0.06190 1.92233
C 3.76588 -0.43194 1.56686
C 2.49489 -1.06475 1.18113
O 1.61540 -0.08190 0.58531
C 0.40461 -0.51783 0.23483
N -0.00092 -1.76591 0.38350
O -1.34423 -1.71376 -0.08294
C -1.66189 -0.48293 -0.45792
C -0.59451 0.35472 -0.32274
C -0.66980 1.81483 -0.66855
N -1.72289 2.03888 -1.62367
C -2.98131 1.42930 -1.12121
C -2.99752 -0.09263 -1.04051
H 5.76304 0.55544 2.13214
H 1.99182 -1.44979 2.06862
H 2.65726 -1.88539 0.49143
H -0.87669 2.46273 0.22305
H 0.25195 2.13187 -1.15913
H -1.48090 1.61258 -2.53630
H -3.14715 1.83846 -0.09505
H -3.77001 1.77334 -1.79943
H -3.85494 -0.44711 -0.41705
H -3.12427 -0.56166 -2.01144

Here are the Löwdin charges for atoms 1 to 4, given in e: 0.1184 -0.0850 -0.1803 0.0008


# 4
C23H36N4NiO3PS3Se as an isolated structure. Source: the Open Molecules 2025 dataset; level of theory: ωB97M-V/def2-TZVPD.

Calculated values
total charge = -2
calculated total energy = -184721.50572 eV
⟨S²⟩ = 3.779
multiplicity = 4

CARTESIAN COORDINATES (ANGSTROEM)
Ni 12.28153 10.72522 12.03586
C 9.55715 6.36856 14.84820
C 9.05793 7.78698 15.11389
O 10.16748 8.63137 15.52259
P 10.69464 9.62865 14.37667
S 11.92476 10.91368 15.18637
S 11.17681 8.52389 12.83543
O 9.13920 10.33616 14.25090
C 8.64108 11.46021 13.58579
C 8.55543 12.73840 14.32064
H 8.69992 5.78997 14.51602
H 9.91572 5.89238 15.76504
H 10.35304 6.43860 14.10522
H 8.31646 7.90062 15.92007
H 8.61371 8.19851 14.18903
H 8.01824 11.08817 12.76543
H 10.18536 12.08837 12.64752
H 8.08340 12.64968 15.31027
H 8.09517 13.56922 13.77911
H 9.59820 12.96657 14.55590
S 14.51519 10.81963 11.70082
C 14.48655 12.55877 11.60648
N 14.29709 13.22817 12.73590
C 14.15478 14.60981 12.74388
C 14.24012 15.30796 11.59987
C 14.46972 14.50279 10.42475
N 14.62946 13.20574 10.40753
H 14.05286 12.67333 13.55544
H 13.96035 15.02184 13.71982
H 14.14939 16.37971 11.49116
H 14.48386 14.97103 9.46718
C 9.73388 11.70498 6.07700
C 9.59313 13.07654 6.79304
C 10.31256 13.28682 8.11482
C 9.69066 12.59705 9.36622
N 9.27707 11.21824 9.19359
C 10.12909 10.20217 9.10204
Se 11.92192 10.33633 9.34085
N 9.43006 9.02847 8.90685
C 10.07147 7.79598 8.50081
C 9.74072 7.36048 7.08645
C 10.84045 7.36937 5.96712
C 12.26635 7.31082 6.47590
C 8.03946 9.30797 8.91652
C 6.92075 8.51273 9.06357
C 5.74585 9.17362 9.41475
C 5.70381 10.57715 9.62136
C 6.77594 11.41070 9.33749
C 7.95260 10.70635 9.06430
H 9.64658 11.84697 4.98652
H 8.99764 10.96558 6.39070
H 10.71656 11.27534 6.27642
H 8.53580 13.31658 6.91893
H 9.92572 13.86020 6.09544
H 10.34809 14.35999 8.35013
H 11.32980 12.91718 8.02305
H 8.82942 13.15977 9.78341
H 10.37274 12.53535 10.22454
H 9.74636 6.95778 9.15544
H 11.16696 7.90091 8.73891
H 8.93036 7.95248 6.71141
H 9.36502 6.33389 7.05823
H 10.71572 8.28228 5.37021
H 10.68626 6.55102 5.26891
H 12.66658 8.22897 6.89690
H 12.89177 7.09260 5.60852
H 12.44191 6.47937 7.20119
H 6.90886 7.43839 8.93746
H 4.81742 8.59748 9.45659
H 4.76280 11.01547 10.00132
H 6.73757 12.48287 9.39803
O 11.11879 12.11672 11.97851

Here are the Löwdin charges for atoms 1 to 4, given in e: -0.3186 -0.1167 -0.3302 -0.3916


# 5
A 2-piece molecular cluster, C6H16N2 overall. Source: the Open Molecules 2025 dataset; level of theory: ωB97M-V/def2-TZVPD.

Calculated values
calculated total energy = -9456.26027 eV

CARTESIAN COORDINATES (ANGSTROEM)
C -0.49545 -0.80875 1.14090
N 0.48770 -1.79175 0.60056
C 0.22720 -2.05798 -0.82211
C 1.47270 -1.76991 -1.65564
C -0.52959 0.59485 0.41509
N 0.80214 0.98064 0.25870
C 0.82982 2.33048 -0.25337
C -1.41712 1.43828 1.44001
H -0.27442 -0.70011 2.20732
H -1.43355 -1.36695 1.04903
H -2.24851 0.52514 -0.73549
H -0.04974 -3.12188 -0.87547
H -0.64083 -1.44701 -1.16144
H 1.60654 -0.73172 -1.90103
H 1.40700 -2.36653 -2.57665
H 2.35855 -2.16255 -1.12247
H -1.27921 0.42464 -0.56066
H 1.35225 -1.22573 0.62426
H 1.84648 2.66676 -0.48541
H 0.43968 3.03680 0.49894
H 0.18045 2.48982 -1.13956
H -0.61927 1.81127 2.07953
H -1.84152 2.30638 0.91671
H -2.18130 0.94581 2.05826

Here are the Löwdin charges for atoms 1 to 4, given in e: -0.2168 -0.0897 -0.3009 -0.1025


# 6
The molecule C3H7NO2. Source: the Open Molecules 2025 dataset; level of theory: ωB97M-V/def2-TZVPD.

Calculated values
calculated total energy = -8803.56124 eV

CARTESIAN COORDINATES (ANGSTROEM)
C -0.09210 0.49579 -1.60946
C 0.05916 0.29864 -0.34574
C 1.62472 0.64206 0.48077
N -1.04857 0.25457 0.51881
O -1.24347 -0.89340 1.29708
O -1.36466 -2.10739 0.53942
H -1.07123 0.49615 -2.04284
H 0.74251 0.75347 -2.19445
H 1.32100 1.44881 1.17878
H 2.26419 1.10633 -0.26311
H 2.10121 -0.20020 1.04685
H -1.99619 0.55641 0.16922
H -1.29656 -2.85123 1.22467

Here are the Löwdin charges for atoms 1 to 4, given in e: 0.0293 -0.3056 0.0139 -0.0351


- Look up the calculated total energy of the third one.
  -16566.46165 eV


- calculated total energy of number 4 (C23H36N4NiO3PS3Se)?
  -184721.50572 eV